# 1
ORCA calculation (wB97M-V/def2-TZVPD) on a single C20H23ClN4O6 molecule.

```
! wB97M-V def2-TZVPD RIJCOSX def2/J DEFGRID3
* xyz 0 1
Cl 1.2557 -1.9617 -2.6300
O 1.2935 -1.3724 2.3834
O -2.7088 -1.0983 -0.8990
O -0.7560 -3.6833 -0.7751
O -3.5199 0.9290 1.1474
O -0.7025 2.0572 -2.2436
O -4.5072 -1.0376 -2.2353
N 1.4923 -2.2702 0.2929
N -1.3616 -2.7427 1.1670
N -1.4046 1.8351 1.1509
N -2.3699 1.4669 -0.7905
C 2.4890 -1.2399 -1.6449
C 2.4771 -1.4493 -0.2617
C -3.3531 1.0164 -1.7371
C 0.9800 -2.1884 1.5415
C -0.1313 -3.2201 1.7805
C 3.4608 -0.4507 -2.2333
C 4.4345 0.1432 -1.4480
C 4.4330 -0.0571 -0.0783
C -1.1244 1.9242 -1.1248
C 0.9335 1.5109 0.3151
C -1.5645 -3.0355 -0.1266
C -3.6107 -0.4839 -1.6654
C 1.4347 3.8349 0.0948
C -2.2183 -1.9491 2.0180
C 1.9351 2.5671 0.7776
C -0.0783 3.7569 0.2808
C -2.8425 -2.5144 -0.7725
C -0.4160 2.2489 0.1854
C -2.5389 1.3622 0.5980
C 3.4646 -0.8479 0.5126
H 1.8537 4.7443 0.5214
H -1.5925 -1.3194 2.6506
H 1.0037 -2.8758 -0.3692
H -0.2912 -3.3376 2.8526
H -1.2409 1.8389 2.1429
H -0.3614 4.1137 1.2723
H -4.3069 1.5275 -1.5723
H -2.9822 1.2595 -2.7384
H -2.8739 -1.2993 1.4477
H -0.6203 4.3390 -0.4630
H -2.9404 -2.9625 -1.7666
H -3.7342 -2.7556 -0.1846
H 1.8920 2.6802 1.8616
H 3.4464 -0.3000 -3.3009
H 1.6759 3.7994 -0.9675
H 3.4583 -1.0002 1.5790
H 1.2234 1.1343 -0.6663
H 5.1930 0.3995 0.5372
H 2.9529 2.3070 0.4961
H -2.8216 -2.5978 2.6594
H 0.8622 0.6729 1.0056
H 0.1388 -4.1790 1.3317
H 5.1897 0.7602 -1.9094
*
```

For the HOMO energy, the calculation gives -8.82 eV. Its HOMO-LUMO gap is 9.5 eV. The value obtained for the maximum force is 0.66 eV/Å. Its SMILES is CN(CC(=O)Nc1ccccc1Cl)C(=O)COC(=O)CN1C(=O)NC2(CCCC2)C1=O.

# 2
ORCA calculation (wB97M-V/def2-TZVPD) on a molecular structure, C39H37N8O3RbS3 in a non-equilibrium geometry.

```
! wB97M-V def2-TZVPD RIJCOSX def2/J DEFGRID3
* xyz -2 1
Rb 0.1642 -0.0606 -0.5719
S -0.4169 3.3244 1.4234
S -2.2011 4.8850 -0.4800
S -7.8593 2.5430 -1.2754
O 2.1865 0.4138 -2.0070
O 1.1527 -3.6834 3.2809
O 1.1963 -4.8804 0.0489
N -0.0854 3.6475 -1.2967
N -1.5303 -2.6339 -0.3730
N 0.6758 -2.9047 1.1525
N -1.1161 -0.7500 -3.2536
N -2.7438 1.1126 -0.3021
N 1.0179 2.8504 -1.4641
N 1.2652 -0.3949 2.2029
N -7.1993 2.6954 1.2457
C 0.5109 7.5491 0.6380
C -0.5896 7.1574 -0.1187
C 4.4098 0.4881 -2.7859
C -2.6628 -2.5254 -1.0734
C 0.3246 8.3855 -1.9930
C 1.4248 8.7663 -1.2281
C 0.5369 -0.5475 -6.2403
C -0.5113 -2.8306 -5.9692
C -1.6603 6.2940 0.5142
C 1.8290 0.7829 2.4921
C 0.4839 -3.8998 0.3038
C -0.5693 -1.1957 -4.1616
C -0.7840 -3.7289 -0.5433
C 5.5611 1.1985 -3.0552
C 2.9988 -1.4724 3.4480
C 2.4424 4.6356 -0.6730
C -0.7194 3.8372 -0.1991
C -2.3211 -4.6211 -2.1443
C 5.6531 2.5576 -2.7288
C 4.5525 3.1662 -2.1338
C 2.2093 3.2793 -1.3071
C 2.9951 0.9082 3.2333
C -6.8085 2.4115 -0.0092
C -1.1427 -4.7412 -1.4268
C -3.1076 -3.4909 -1.9627
C -4.7257 1.4304 0.9803
C 0.2608 -1.7032 -5.2720
C 1.8452 -1.5042 2.6737
C -3.4078 1.0238 0.8434
C 3.2463 1.0873 -2.1931
C -4.7049 2.0308 -1.3198
C -3.3827 1.6130 -1.3585
C 1.5124 8.3471 0.0918
C 3.3605 2.4953 -1.8543
C -5.3948 1.9457 -0.1238
C -0.6699 7.5888 -1.4431
C 1.1951 -2.8450 2.3702
C 1.5717 -2.2297 -4.6732
C 3.5908 -0.2491 3.7176
H -0.7921 -3.6034 -5.2500
H -6.4974 2.9680 1.9173
H 4.3322 -0.5675 -3.0280
H 0.1183 -3.2823 -6.7415
H 1.3791 -3.0194 -3.9448
H 1.6992 4.7966 0.1082
H 2.3651 8.6344 0.6981
H 2.1967 -2.6303 -5.4752
H -2.5578 6.8806 0.7256
H -4.0405 -3.3560 -2.4958
H -2.6258 -5.3972 -2.8367
H 6.5503 3.1260 -2.9449
H 3.4073 -2.4051 3.8155
H -1.4223 -2.4483 -6.4354
H 4.6158 4.2281 -1.9137
H 4.5011 -0.1967 4.3047
H 1.3099 1.6621 2.1275
H -5.1843 2.4461 -2.1952
H -8.0978 3.1415 1.3207
H -0.3948 -0.1341 -6.6321
H 2.1108 -1.4279 -4.1641
H 6.4031 0.7009 -3.5303
H 3.4153 1.8889 3.4221
H -1.2958 5.8662 1.4491
H 1.1400 -0.9132 -7.0750
H -2.8005 1.6939 -2.2702
H 0.2471 8.7060 -3.0267
H -0.4839 -5.5930 -1.5185
H -1.5099 7.2635 -2.0472
H -2.8579 0.6226 1.6879
H 2.2146 9.3678 -1.6657
H 0.5924 7.2044 1.6650
H -5.2202 1.3151 1.9361
H 1.0820 0.2500 -5.7339
H 2.3354 5.4420 -1.4104
H 3.4351 4.6949 -0.2269
H -3.2384 -1.6164 -0.9160
*
```

For the HOMO energy, the calculation gives -1.70 eV. Its HOMO-LUMO gap is 4.9 eV. The value obtained for the maximum force is 1.07 eV/Å.

# 3
ORCA calculation (wB97M-V/def2-TZVPD) on a molecular structure, C21H42HfNO3P3 in a non-equilibrium geometry.

```
! wB97M-V def2-TZVPD RIJCOSX def2/J DEFGRID3
* xyz 4 1
Hf -0.2807 -1.3190 -0.1186
P -2.9868 -0.8013 1.6496
P 2.2934 -0.7812 1.6922
P -0.4400 0.1294 -2.9318
O -2.6759 1.1885 -0.8781
O -0.3857 0.4069 2.9919
O 0.7622 1.3848 -0.1080
N 1.9226 3.2907 -0.4381
C -1.5949 -2.8545 -0.9757
C -0.0550 -3.2608 0.8997
C -0.3477 1.9169 -3.1895
C 2.7567 0.7322 2.5594
C -0.4831 -2.7202 -1.8494
C 0.8989 -0.4797 -4.0060
C -0.2047 3.4595 0.7434
C 0.8456 -2.7551 -1.3441
C 2.1292 4.7313 -0.3016
C 1.0537 -3.0837 0.0233
C -2.9313 -1.7399 3.2041
C 2.5232 -2.0436 2.9832
C -1.3771 -3.1655 0.3956
C 2.9627 2.4989 -1.0767
C -3.5936 0.8077 2.1824
C 3.7084 -1.0189 0.5700
C -0.3284 -0.2725 2.0275
C -1.9450 -0.2957 -3.8631
C -1.9585 0.2823 -0.6509
C -4.4098 -1.5274 0.7813
C 0.8423 2.6458 0.0497
H 0.2373 3.9860 1.6021
H -4.5652 -1.0122 -0.1742
H 1.8670 -0.2242 -3.5538
H 0.1113 -3.4807 1.9571
H -1.0762 2.4222 -2.5448
H 3.5853 -1.9303 -0.0276
H 3.7584 0.5727 2.9824
H -4.2493 -2.5956 0.5900
H -2.4616 -2.7188 3.0517
H 3.4804 1.8574 -0.3472
H 3.0780 4.9775 -0.7829
H -2.3555 -1.1798 3.9503
H -3.8321 1.4230 1.3070
H 3.4804 -1.8395 3.4820
H 2.1772 5.0372 0.7520
H 1.3277 5.3054 -0.7852
H 2.5245 -3.0516 2.5516
H -0.6481 -2.6367 -2.9209
H 2.7764 1.5783 1.8626
H -4.4961 0.6252 2.7821
H -0.9924 2.7965 1.1002
H 4.6188 -1.0924 1.1809
H 2.5490 1.8624 -1.8726
H -5.2869 -1.3879 1.4270
H -3.9663 -1.8749 3.5463
H -2.8270 1.3020 2.7924
H -0.5881 2.1103 -4.2437
H 2.0661 -3.2631 0.3751
H 0.6597 2.2835 -2.9616
H -1.7633 -0.0522 -4.9191
H 0.8026 0.0142 -4.9824
H -2.2183 -3.4067 1.0449
H 3.7833 -0.1633 -0.1145
H -2.1799 -1.3617 -3.7607
H 2.0349 0.9379 3.3583
H 0.8456 -1.5682 -4.1253
H 1.7033 -1.9662 3.7094
H 3.6791 3.2017 -1.5072
H -2.6113 -2.7403 -1.3646
H -2.7874 0.2935 -3.4801
H -0.6398 4.1887 0.0441
H 1.6980 -2.5849 -2.0032
*
```

For the HOMO energy (alpha / beta), the calculation gives -20.35 / -20.35 eV. Its HOMO-LUMO gap (alpha / beta) is 5.3 / 5.3 eV. The value obtained for the maximum force is 15.20 eV/Å.